Entry 1:
Below is a molecular structure, C6H10IN, with properties calculated with ωB97M-V/def2-TZVPD.

Element x y z (Å)
C (-1.529, 0.318, -0.251)
C (-0.352, 0.297, -0.752)
C (-0.933, 1.647, -0.611)
C (-0.574, 2.704, 0.448)
C (0.474, -2.300, 0.714)
C (1.119, -1.887, -0.689)
N (1.269, -0.566, -0.964)
I (2.508, 0.536, 0.276)
H (-2.460, -0.220, 0.101)
H (-1.321, 2.139, -1.468)
H (0.004, 3.577, 0.253)
H (-0.062, 2.321, 1.244)
H (-1.447, 3.181, 0.805)
H (-0.625, -1.805, 0.688)
H (0.526, -3.362, 0.896)
H (0.950, -1.736, 1.449)
H (2.022, -2.466, -0.764)
H (0.433, -2.378, -1.375)

Cartesian forces, eV/Å:
-2.09 -1.76 0.53
4.42 -1.77 0.10
0.80 1.67 0.32
-0.94 -0.21 -1.26
-2.53 2.08 -2.42
-1.88 -4.25 2.82
-3.44 5.24 -0.86
-0.08 -0.30 -0.06
1.50 0.92 -0.33
-0.22 0.22 -1.08
0.86 0.41 -1.54
1.08 -1.54 2.36
-1.44 0.09 0.57
2.31 -1.84 0.23
-0.29 -0.22 0.05
1.06 0.61 1.58
0.92 0.24 -0.24
-0.05 0.41 -0.76

Properties
HOMO: -8.62 eV
Energy above the lowest of the compared OMol25 structures with the same formula, charge and spin: 5.228 eV
Lowest unoccupied orbital energy: -0.0056 hartree
Gap between HOMO and LUMO: 8.465 eV

Atomic partial charges in e from the natural (NBO) method, atoms 1 to 5: atom 1 (C): -0.2541, atom 2 (C): 0.1919, atom 3 (C): -0.2251, atom 4 (C): -0.6441, atom 5 (C): -0.6230

Entry 2:
Below is a gas-phase ion, C6H10IN2 (charge +1), with properties calculated with ωB97M-V/def2-TZVPD.

Element x y z (Å)
C (-0.563, 2.092, -0.284)
C (-1.654, 1.166, -0.564)
C (0.440, 1.695, 0.437)
C (-1.487, -0.142, -0.725)
C (0.572, 0.185, 0.671)
C (-0.146, -0.739, -0.655)
N (1.785, -0.370, 1.019)
N (-0.124, -2.154, -0.097)
I (3.483, -0.004, -0.199)
H (-0.740, 3.159, -0.459)
H (-2.508, 1.736, -0.937)
H (1.254, 2.365, 0.705)
H (-2.275, -0.893, -0.923)
H (-0.157, -0.051, 1.519)
H (0.394, -0.667, -1.565)
H (2.020, -0.112, 2.013)
H (-0.717, -2.079, 0.698)
H (0.902, -2.306, 0.252)
H (-0.478, -2.881, -0.905)

Cartesian forces, eV/Å:
-1.62 1.19 0.08
-0.29 1.03 -1.82
2.29 -1.41 -0.21
-1.28 -1.41 -0.08
-3.38 -1.15 -1.07
1.47 2.24 4.10
-0.02 0.02 3.23
1.56 -0.63 -3.28
2.55 0.30 -1.86
0.15 -0.48 -0.16
-0.51 -0.90 0.67
-0.08 -0.24 0.35
-0.07 1.02 -0.28
0.29 0.24 -0.90
0.75 -0.20 -0.77
-0.16 -0.76 -1.11
-0.87 -0.74 0.90
-1.96 -0.05 -0.75
1.16 1.93 2.96

Properties
HOMO (alpha / beta): -10.18 / -12.63 eV
Energy above the lowest of the compared OMol25 structures with the same formula, charge and spin: 0.000 eV
Spin multiplicity: 3
Lowest unoccupied orbital energy (alpha / beta): -0.1308 / -0.2343 hartree
Total charge: +1
Expectation value of S²: 2.0097
Gap between HOMO and LUMO (alpha / beta): 6.617 / 6.250 eV

Atomic partial charges in e from the natural (NBO) method, atoms 1 to 5: atom 1 (C): -0.2203, atom 2 (C): -0.1634, atom 3 (C): -0.1798, atom 4 (C): -0.2559, atom 5 (C): -0.0860

Entry 3:
Below is a molecular structure, C6H10LuO4, with properties calculated with ωB97M-V/def2-TZVPD.

Element x y z (Å)
C (2.254, -1.165, 0.657)
C (1.962, 0.410, 0.287)
O (1.671, 1.242, 1.498)
C (0.688, 0.428, -0.794)
C (-0.650, 0.075, 0.091)
C (-1.853, -0.837, -0.595)
O (-2.990, -0.253, 0.179)
C (-2.680, 1.113, 0.686)
O (-3.497, 2.084, 1.123)
O (-1.231, 1.351, 0.600)
H (3.161, -1.525, 0.009)
H (1.344, -1.865, 0.383)
H (2.510, -1.362, 1.785)
H (2.956, 0.859, -0.185)
H (1.710, 2.228, 1.244)
H (0.893, -0.293, -1.693)
H (0.582, 1.514, -1.256)
H (-0.435, -0.550, 1.084)
H (-1.545, -1.943, -0.277)
H (-2.052, -0.714, -1.743)
Lu (-2.797, -0.797, -3.083)

Cartesian forces, eV/Å:
-0.09 -0.11 0.15
1.64 -0.29 1.39
-0.05 -0.45 -3.33
-0.88 1.01 -0.20
1.45 0.61 0.45
0.65 1.58 6.11
1.25 0.17 -2.03
-1.98 7.46 2.78
5.79 -8.50 -3.69
-3.52 -3.63 -1.59
-1.70 0.76 1.14
1.72 1.36 0.52
-0.51 0.72 -2.17
-2.28 -0.69 0.43
0.15 -1.85 0.52
-0.18 0.91 1.89
0.05 -2.10 1.12
-0.20 0.98 -2.25
-1.33 1.78 -1.32
3.50 0.47 5.47
-3.49 -0.19 -5.40

Properties
HOMO: -19.97 eV
Energy above the lowest of the compared OMol25 structures with the same formula, charge and spin: 5.555 eV
Lowest unoccupied orbital energy: -0.6362 hartree
Total charge: +3
Gap between HOMO and LUMO: 2.660 eV

Atomic partial charges in e from the natural (NBO) method, atoms 1 to 5: atom 1 (C): -0.6631, atom 2 (C): 0.0920, atom 3 (O): -0.5472, atom 4 (C): -0.4875, atom 5 (C): 0.0691

Entry 4:
Below is a gas-phase ion, C6H10N (charge +1), with properties calculated with ωB97M-V/def2-TZVPD.

Element x y z (Å)
C (-0.511, -1.827, -0.260)
C (-0.009, -0.641, 0.059)
C (0.875, -0.082, 2.306)
C (-0.490, -0.717, -1.267)
C (-1.700, 0.038, -1.634)
C (1.386, 1.346, 0.466)
N (0.796, 0.193, 1.075)
H (-0.985, -2.643, 0.216)
H (1.529, 0.514, 2.921)
H (0.364, -0.973, 2.771)
H (0.100, -0.805, -2.229)
H (-2.474, 0.262, -0.876)
H (-2.339, -0.627, -2.358)
H (-1.308, 0.921, -2.086)
H (1.889, 1.042, -0.412)
H (2.083, 1.921, 1.182)
H (0.794, 2.079, 0.126)

Cartesian forces, eV/Å:
0.84 2.82 2.19
2.37 -1.40 2.99
-0.29 -1.54 0.99
-0.44 0.21 -3.12
-2.94 -1.45 -1.22
4.12 0.06 2.29
-2.76 -1.37 -2.14
-0.15 -1.10 -0.25
-0.03 0.28 0.15
0.51 1.05 -0.88
0.13 -0.27 1.41
0.92 0.07 0.21
1.39 1.52 0.69
-0.52 0.88 -0.72
1.04 -0.57 -0.74
-0.82 -1.39 -0.99
-3.37 2.20 -0.86

Properties
HOMO: -13.85 eV
Energy above the lowest of the compared OMol25 structures with the same formula, charge and spin: 3.570 eV
Lowest unoccupied orbital energy: -0.1925 hartree
SMILES: C=[N+](C)C1=C[C@H]1C
Total charge: +1
Gap between HOMO and LUMO: 8.611 eV

Atomic partial charges in e from the natural (NBO) method, atoms 1 to 5: atom 1 (C): -0.0700, atom 2 (C): 0.0908, atom 3 (C): 0.1276, atom 4 (C): -0.2115, atom 5 (C): -0.6450

Entry 5:
Below is a gas-phase ion, C6H10N (charge +1), with properties calculated with ωB97M-V/def2-TZVPD.

Element x y z (Å)
C (-1.604, 0.774, -0.446)
C (-1.621, 0.688, 0.835)
C (1.752, -0.685, 0.324)
C (-0.556, -0.213, -0.109)
C (-0.910, -1.651, -0.176)
C (1.182, 1.491, -0.279)
N (0.843, 0.143, 0.025)
H (-2.179, 0.966, -1.339)
H (-1.875, 0.836, 1.899)
H (2.797, -0.308, 0.191)
H (1.649, -1.654, 0.722)
H (-2.103, -1.596, -0.279)
H (-0.739, -2.114, 0.806)
H (-0.556, -2.139, -1.107)
H (0.372, 2.191, 0.124)
H (1.397, 1.515, -1.340)
H (2.151, 1.756, 0.149)

Cartesian forces, eV/Å:
-0.52 0.19 -0.46
1.90 -0.75 -0.34
2.44 1.27 -0.25
-1.76 1.02 2.60
-2.98 -0.03 -0.43
0.35 2.26 0.10
-1.15 -0.96 0.09
0.11 0.52 0.01
-0.02 -0.17 -1.07
-1.00 -0.41 0.49
-0.78 -1.15 -0.09
2.72 -0.57 0.19
0.27 -0.57 -0.68
0.17 -0.15 0.90
1.32 -0.99 -1.04
-0.74 0.58 -0.45
-0.31 -0.10 0.41

Properties
HOMO: -14.01 eV
Energy above the lowest of the compared OMol25 structures with the same formula, charge and spin: 2.858 eV
Lowest unoccupied orbital energy: -0.1709 hartree
SMILES: C=[N+](C)C1(C)C=C1
Total charge: +1
Gap between HOMO and LUMO: 9.364 eV

Atomic partial charges in e from the natural (NBO) method, atoms 1 to 5: atom 1 (C): -0.1805, atom 2 (C): -0.1069, atom 3 (C): 0.0727, atom 4 (C): 0.0547, atom 5 (C): -0.6672

Entry 6:
Below is a gas-phase ion, C6H10N (charge +1), with properties calculated with ωB97M-V/def2-TZVPD.

Element x y z (Å)
C (-0.361, -0.163, 0.709)
C (-0.705, -0.399, 2.061)
C (-1.160, 0.244, -0.567)
C (-0.997, -0.226, 3.348)
C (1.035, -0.438, 0.168)
C (-0.116, 0.363, -1.863)
N (1.204, 0.293, -1.109)
H (-1.942, -0.434, -0.823)
H (-1.791, 1.133, -0.568)
H (-0.697, 0.710, 3.832)
H (-1.078, -1.065, 4.070)
H (1.753, 0.046, 0.733)
H (1.110, -1.456, 0.009)
H (-0.274, 1.399, -2.389)
H (-0.249, -0.458, -2.427)
H (1.555, 1.187, -0.889)
H (1.808, -0.130, -1.757)

Cartesian forces, eV/Å:
-1.29 -0.04 2.48
0.57 2.06 -3.54
0.10 0.49 -1.06
1.78 -1.17 -0.71
-1.45 1.25 0.37
-1.96 4.58 4.69
-2.39 -0.47 -1.13
-0.20 -1.26 -0.19
0.65 0.55 0.78
-0.46 0.00 -0.39
-0.60 0.45 -0.82
1.71 -0.16 1.87
0.89 -2.07 -0.32
0.61 -2.29 0.83
-0.02 -2.58 -2.27
0.39 1.54 0.03
1.68 -0.87 -0.63

Properties
HOMO: -13.09 eV
Energy above the lowest of the compared OMol25 structures with the same formula, charge and spin: 2.202 eV
Lowest unoccupied orbital energy: -0.1270 hartree
SMILES: C=C=C1CC[NH2+]C1
Total charge: +1
Gap between HOMO and LUMO: 9.638 eV

Atomic partial charges in e from the natural (NBO) method, atoms 1 to 5: atom 1 (C): -0.1347, atom 2 (C): 0.1190, atom 3 (C): -0.4454, atom 4 (C): -0.4197, atom 5 (C): -0.2350